C31H66BrFNO3 | ωB97M-V/def2-TZVPD

Results
- DFT total energy (hartree) = -4174.9459
- HOMO-LUMO gap (Eh) = 0.2828
- E_HOMO (Ha) = -0.191

Geometry as ORCA input:
```
! RIJCOSX wB97M-V def2-TZVPD def2/J DEFGRID3
* xyz -1 1
C 5.51 -1.95 2.84
C 4.20 -2.03 1.81
Br 4.94 -1.81 -0.05
C 3.06 -0.88 2.20
C 1.54 -1.42 1.75
C 1.39 -1.35 0.09
O 1.42 -0.09 -0.44
O 1.29 -2.58 -0.71
N 0.42 -0.57 2.31
F 0.67 -0.13 3.57
C -0.94 -1.22 2.17
C -1.12 -2.64 2.96
O -1.53 -2.82 4.22
H 5.96 -3.05 2.90
H 6.39 -1.27 2.39
H 5.21 -1.54 3.90
H 3.68 -3.08 1.86
H 3.15 -0.76 3.38
H 3.32 0.17 1.72
H 1.52 -2.55 2.06
H -1.73 -0.47 2.65
H -1.24 -1.35 1.05
H -0.89 -3.63 2.34
C 3.13 5.04 -4.79
C 1.96 4.13 -5.13
C 0.69 4.46 -4.35
C 0.81 4.30 -2.83
C 1.21 2.91 -2.35
C 0.21 1.83 -2.73
H 3.42 4.94 -3.74
H 4.00 4.78 -5.40
H 2.88 6.09 -4.99
H 2.25 3.09 -4.98
H 1.74 4.23 -6.20
H -0.13 3.84 -4.72
H 0.40 5.50 -4.56
H -0.16 4.56 -2.38
H 1.52 5.03 -2.43
H 1.31 2.93 -1.26
H 2.20 2.64 -2.74
H -0.78 2.05 -2.30
H 0.53 0.86 -2.34
H 0.10 1.73 -3.81
C -3.21 1.63 0.21
C -3.99 2.89 -0.14
C -5.50 2.75 0.10
C -6.19 1.69 -0.76
C -6.04 1.86 -2.27
C -6.65 3.16 -2.78
H -3.51 0.79 -0.42
H -2.14 1.80 0.05
H -3.36 1.36 1.25
H -3.79 3.18 -1.17
H -3.62 3.72 0.49
H -5.97 3.73 -0.07
H -5.67 2.52 1.15
H -7.26 1.68 -0.51
H -5.82 0.70 -0.48
H -6.53 1.02 -2.77
H -4.98 1.82 -2.56
H -7.72 3.20 -2.55
H -6.54 3.22 -3.87
H -6.17 4.04 -2.35
C -1.06 1.68 6.22
C -1.56 0.60 7.17
C -2.48 -0.42 6.50
C -3.78 0.16 5.93
C -4.67 0.89 6.93
C -5.17 -0.01 8.06
H -1.88 2.27 5.81
H -0.39 2.36 6.74
H -0.51 1.23 5.39
H -2.07 1.08 8.02
H -0.70 0.08 7.59
H -2.72 -1.21 7.23
H -1.93 -0.91 5.69
H -4.36 -0.67 5.48
H -3.55 0.84 5.10
H -5.54 1.30 6.40
H -4.15 1.75 7.36
H -5.75 -0.85 7.66
H -5.82 0.56 8.73
H -4.35 -0.41 8.65
C 4.78 -6.77 -5.87
C 4.92 -5.27 -6.00
C 5.78 -4.65 -4.90
C 5.24 -4.81 -3.48
C 3.84 -4.25 -3.24
C 3.75 -2.75 -3.46
H 4.29 -7.06 -4.94
H 4.18 -7.17 -6.70
H 5.76 -7.26 -5.91
H 3.93 -4.81 -6.02
H 5.38 -5.04 -6.97
H 5.92 -3.58 -5.12
H 6.79 -5.09 -4.94
H 5.94 -4.33 -2.78
H 5.24 -5.87 -3.21
H 3.54 -4.47 -2.21
H 3.11 -4.76 -3.89
H 4.43 -2.22 -2.79
H 2.74 -2.39 -3.26
H 4.00 -2.47 -4.49
*
```



C31H66BrN4O2 | ωB97M-V/def2-TZVPD

Results
- DFT total energy (hartree) = -4163.9108
- HOMO-LUMO gap (Eh) = 0.2254
- E_HOMO (Ha) = -0.339

Geometry as ORCA input:
```
! RIJCOSX wB97M-V def2-TZVPD def2/J DEFGRID3
* xyz 1 1
C 6.98 -3.62 2.36
N 6.27 -2.59 1.57
C 4.85 -2.91 1.42
C 4.18 -2.20 0.22
C 2.75 -2.78 0.18
C 1.79 -2.15 -0.86
C 0.40 -1.92 -0.23
C -0.74 -2.06 -1.28
C -2.10 -1.69 -0.63
C -3.20 -2.70 -1.07
C -4.18 -2.98 0.11
C -5.62 -3.17 -0.39
C -6.20 -1.86 -0.96
C -6.88 -1.00 0.11
O -6.94 0.33 -0.38
C -7.95 1.11 0.24
C 4.23 -0.68 0.57
C 3.04 -0.21 1.45
C 3.37 1.10 2.18
C 4.41 0.93 3.31
O 4.35 2.03 4.20
C 5.05 3.16 3.71
C 4.29 0.26 -0.67
C 5.26 -0.23 -1.79
C 5.97 -1.53 -1.37
Br 7.13 -2.04 -2.83
N 4.90 -2.52 -1.09
N 5.39 -3.87 -1.01
C 5.06 -4.65 -1.99
C 3.67 -4.84 -2.56
C 6.15 -5.50 -2.58
H 7.19 -4.51 1.76
H 6.44 -3.85 3.28
H 7.92 -3.16 2.68
H 6.33 -1.76 2.16
H 4.32 -2.50 2.30
H 4.64 -3.98 1.44
H 2.89 -3.86 0.02
H 2.29 -2.71 1.16
H 2.18 -1.25 -1.35
H 1.61 -2.88 -1.67
H 0.21 -2.72 0.50
H 0.32 -0.97 0.30
H -0.49 -1.38 -2.09
H -0.72 -3.11 -1.59
H -2.04 -1.67 0.46
H -2.34 -0.69 -1.01
H -3.72 -2.27 -1.93
H -2.79 -3.66 -1.38
H -4.14 -2.11 0.77
H -3.81 -3.86 0.64
H -6.24 -3.57 0.42
H -5.61 -3.89 -1.21
H -5.45 -1.23 -1.43
H -6.92 -2.14 -1.73
H -6.29 -1.04 1.04
H -7.89 -1.41 0.28
H -8.64 1.47 -0.53
H -7.49 2.00 0.68
H -8.48 0.54 1.01
H 5.13 -0.44 1.14
H 2.19 -0.02 0.79
H 2.77 -0.95 2.20
H 2.46 1.50 2.63
H 3.74 1.85 1.48
H 4.23 0.02 3.90
H 5.42 0.88 2.87
H 6.08 2.90 3.43
H 5.12 3.87 4.53
H 4.51 3.63 2.88
H 3.30 0.52 -1.04
H 4.71 1.20 -0.30
H 6.07 0.50 -1.87
H 4.80 -0.32 -2.77
H 6.59 -1.33 -0.51
H 4.20 -2.38 -1.83
H 3.64 -5.61 -3.32
H 2.98 -5.14 -1.77
H 3.33 -3.92 -3.06
H 5.68 -6.36 -3.06
H 6.66 -4.95 -3.37
H 6.82 -5.90 -1.82
C -4.78 3.69 0.15
C -4.98 5.12 0.64
N -4.61 6.13 -0.34
C -4.59 7.48 0.21
C -5.92 8.08 0.69
C -5.23 6.00 -1.65
C -6.76 6.04 -1.72
H -3.74 3.52 -0.13
H -5.03 3.00 0.95
H -5.41 3.45 -0.70
H -4.36 5.27 1.53
H -6.03 5.23 0.97
H -4.15 8.15 -0.53
H -3.89 7.48 1.05
H -6.54 8.41 -0.14
H -5.71 8.96 1.30
H -6.49 7.39 1.30
H -4.89 5.06 -2.09
H -4.82 6.77 -2.31
H -7.23 5.46 -0.92
H -7.10 5.61 -2.67
H -7.14 7.05 -1.69
*
```



C31H66ClI2N10O6P2 | ωB97M-V/def2-TZVPD

Results
- DFT total energy (hartree) = -3956.9976
- HOMO-LUMO gap (Eh) = 0.2041
- E_HOMO (Ha) = -0.339

Geometry as ORCA input:
```
! RIJCOSX wB97M-V def2-TZVPD def2/J DEFGRID3
* xyz 1 1
C 2.32 -2.08 0.51
C 0.96 -1.44 -0.16
O 0.76 -0.10 -0.09
O -0.08 -2.22 -0.87
C -0.89 -3.00 0.10
C -2.03 -1.99 0.79
C -3.53 -2.65 0.72
C -4.63 -1.93 1.71
N -5.89 -1.48 0.95
C -5.85 -0.38 -0.13
N -4.72 0.31 -0.56
O -4.73 1.30 -1.48
C -3.39 1.85 -1.72
C -2.86 2.93 -0.61
C -2.61 2.33 0.89
C -3.79 4.27 -0.45
C -4.11 5.05 -1.86
C -2.88 5.35 0.46
N -7.27 -0.21 -0.62
C -8.16 -1.17 0.13
C -9.76 -1.50 0.07
C -10.67 -0.44 -0.78
O -11.96 -0.80 -1.02
Cl -10.14 1.19 -1.47
N -7.21 -1.91 1.10
C -7.76 -2.95 2.05
I -8.80 -2.15 3.86
C -7.67 -4.43 1.91
C -6.88 -5.11 0.65
I -8.66 -5.64 3.51
H 2.10 -2.25 1.65
H 2.65 -3.11 0.05
H 3.21 -1.32 0.41
H -1.39 -3.90 -0.48
H -0.16 -3.34 0.95
H -1.77 -1.78 1.94
H -1.91 -0.97 0.24
H -3.55 -3.80 0.94
H -3.93 -2.47 -0.39
H -4.88 -2.53 2.68
H -4.12 -0.91 2.08
H -3.82 0.02 -0.12
H -3.46 2.44 -2.76
H -2.59 1.00 -1.88
H -1.79 3.31 -0.99
H -1.80 2.93 1.48
H -2.28 1.20 0.90
H -3.65 2.36 1.48
H -4.79 4.09 0.17
H -3.82 6.20 -1.70
H -5.27 5.05 -2.05
H -3.47 4.69 -2.78
H -2.79 5.03 1.59
H -1.78 5.40 0.01
H -3.32 6.44 0.44
H -10.20 -1.69 1.16
H -9.86 -2.55 -0.49
H -7.31 -4.66 -0.35
H -7.09 -6.28 0.71
H -5.72 -4.93 0.77
O 4.17 -1.81 4.65
P 5.57 -1.36 5.14
N 5.52 0.00 4.11
C 6.53 0.56 3.24
C 4.61 1.06 4.56
N 6.32 -2.72 4.37
C 6.76 -2.68 2.98
C 5.61 -3.99 4.55
N 7.17 -0.85 5.71
C 7.20 0.28 6.64
C 8.49 -1.23 5.25
H 7.31 1.10 3.79
H 6.09 1.27 2.53
H 7.01 -0.18 2.61
H 5.05 1.64 5.37
H 3.66 0.65 4.91
H 4.35 1.75 3.74
H 5.96 -2.37 2.30
H 7.14 -3.65 2.65
H 7.63 -2.02 2.85
H 4.76 -4.08 3.86
H 5.22 -4.09 5.57
H 6.27 -4.84 4.38
H 7.38 1.22 6.11
H 7.97 0.16 7.40
H 6.25 0.36 7.17
H 8.76 -0.74 4.31
H 8.61 -2.31 5.14
H 9.27 -0.94 5.98
O 0.31 2.80 -4.29
P 1.17 1.59 -4.72
N 2.42 2.07 -3.67
C 3.86 2.13 -3.87
C 2.14 1.84 -2.25
N 1.38 2.24 -6.31
C 2.47 3.17 -6.63
C 0.16 2.81 -6.89
N 2.15 0.19 -5.22
C 2.24 -0.91 -4.27
C 3.06 0.03 -6.33
H 4.33 1.14 -3.86
H 4.34 2.73 -3.09
H 4.14 2.63 -4.79
H 2.27 0.78 -1.99
H 1.12 2.12 -1.99
H 2.79 2.43 -1.59
H 2.49 4.03 -5.95
H 2.38 3.54 -7.66
H 3.44 2.67 -6.62
H -0.05 3.82 -6.52
H -0.71 2.18 -6.68
H 0.24 2.88 -7.99
H 3.14 -0.84 -3.65
H 2.24 -1.89 -4.77
H 1.37 -0.92 -3.60
H 4.02 0.54 -6.16
H 2.64 0.38 -7.28
H 3.30 -1.02 -6.52
*
```



C31H66O9 | ωB97M-V/def2-TZVPD

Results
- DFT total energy (hartree) = -1897.6399
- HOMO-LUMO gap (spin up / spin down) (Eh) = 0.0628 / 0.3492
- E_HOMO (spin up / spin down) (Ha) = 0.033 / -0.255

Geometry as ORCA input:
```
! RIJCOSX wB97M-V def2-TZVPD def2/J DEFGRID3
* xyz -1 2
C -0.70 5.25 -5.48
C 0.04 4.50 -4.36
C -1.05 3.65 -3.76
O -2.10 4.59 -3.73
C -1.96 5.56 -4.84
H -0.78 4.65 -6.39
H -0.20 6.13 -5.87
H 0.63 5.14 -3.70
H 0.75 3.76 -4.75
H -0.85 3.27 -2.76
H -1.42 2.79 -4.32
H -2.19 6.52 -4.39
H -2.66 5.45 -5.66
C -4.27 -2.94 -3.15
C -4.75 -3.87 -4.18
C -4.66 -5.22 -3.45
O -4.46 -4.92 -2.03
C -4.88 -3.56 -1.93
H -4.49 -1.89 -3.36
H -3.19 -3.07 -3.21
H -4.24 -3.82 -5.15
H -5.81 -3.76 -4.41
H -3.85 -5.86 -3.79
H -5.60 -5.76 -3.50
H -4.59 -2.88 -1.12
H -5.97 -3.64 -1.92
C -1.35 -4.35 1.54
C -0.46 -5.56 1.90
C 0.96 -4.98 1.70
O 0.86 -3.53 1.82
C -0.49 -3.18 2.05
H -2.34 -4.31 1.99
H -1.59 -4.34 0.48
H -0.77 -6.36 1.22
H -0.65 -5.92 2.91
H 1.33 -5.41 0.76
H 1.53 -5.38 2.53
H -0.79 -2.29 1.50
H -0.60 -3.02 3.12
C 2.33 5.16 0.30
C 3.76 4.93 0.81
C 4.30 3.97 -0.29
O 3.11 3.53 -1.06
C 2.19 4.59 -1.07
H 2.00 6.19 0.41
H 1.67 4.53 0.90
H 3.68 4.40 1.75
H 4.40 5.81 0.78
H 4.83 3.10 0.09
H 4.89 4.56 -1.00
H 1.15 4.36 -1.27
H 2.48 5.36 -1.78
C -2.90 1.10 6.22
C -2.80 0.21 5.06
C -2.40 1.21 3.93
O -1.57 2.17 4.68
C -1.76 2.08 6.09
H -2.82 0.44 7.09
H -3.88 1.56 6.38
H -3.66 -0.40 4.80
H -1.87 -0.35 5.10
H -3.24 1.73 3.48
H -1.84 0.70 3.14
H -2.11 3.05 6.43
H -0.77 1.93 6.53
C -1.54 -1.06 -1.32
C -0.52 -0.17 -2.15
C 0.07 0.65 -0.97
O -0.64 0.34 0.22
C -1.89 -0.26 -0.10
H -1.08 -2.00 -1.01
H -2.46 -1.19 -1.89
H -1.02 0.53 -2.83
H 0.26 -0.70 -2.70
H -0.04 1.71 -1.20
H 1.14 0.49 -0.79
H -2.61 0.52 -0.32
H -2.31 -0.91 0.67
C 4.54 -3.20 -0.38
C 3.61 -3.70 -1.42
C 2.65 -2.58 -1.86
O 3.18 -1.50 -1.18
C 3.86 -1.92 0.05
H 5.49 -2.96 -0.85
H 4.76 -3.97 0.35
H 3.02 -4.52 -1.01
H 3.96 -4.11 -2.36
H 1.64 -2.75 -1.50
H 2.53 -2.29 -2.90
H 3.10 -2.08 0.81
H 4.48 -1.18 0.56
O 4.10 0.91 -1.72
H 3.82 1.47 -1.00
H 3.94 0.02 -1.40
C 2.81 1.17 2.50
C 1.41 0.88 3.07
C 1.62 -0.06 4.37
O 0.74 2.15 3.25
H 3.46 1.54 3.30
H 2.99 1.90 1.72
H 3.22 0.24 2.09
H 1.00 0.24 2.29
H 2.17 0.43 5.17
H 2.30 -0.87 4.10
H 0.71 -0.53 4.73
H 0.02 1.97 3.87
*
```